The following is a DFT calculation (the ωB97M-V functional and the def2-TZVPD basis) of C3H6N4S in the gas phase at a distorted geometry.

```
! wB97M-V def2-TZVPD RIJCOSX def2/J DEFGRID3
* xyz 0 1
C 0.0612 -0.0777 1.1756
C 0.6736 0.1085 -0.3182
C -0.0961 -0.5782 -1.3358
S -1.5061 0.4352 -1.9520
N 0.8869 -1.0741 -2.7281
N 0.8923 -2.2784 -2.7210
N -0.0418 -2.7819 -1.6135
N -0.4954 -1.8472 -1.0491
H -1.0006 0.0988 0.9354
H 0.4641 0.6747 1.7923
H 0.1941 -1.0373 1.5814
H 1.7778 -0.2120 -0.4036
H 0.5575 1.2158 -0.4976
H -0.6720 1.1200 -2.6544
*
```

## Properties
SMILES: CCC1(S)N=NN=N1
Gap between HOMO and LUMO: 9.2 eV
Max |F|: 3.8 eV/A
Energy relative to the best compared isomer or geometry (same formula, charge and spin): 395.05 kJ/mol